C72H160As2F12N8 as an isolated structure, computed with the ωB97M-V functional and the def2-TZVPD basis.

XYZ file:
```
254
Properties=species:S:1:pos:R:3:forces:R:3
C -4.9752 8.1168 -4.3356 -0.84 0.68 -1.89
C -3.6778 7.4376 -4.7637 0.37 -1.08 2.59
C -2.5142 7.9154 -3.8060 -0.80 -0.85 -2.02
N -1.0962 7.3746 -4.1173 -0.66 -0.13 1.69
C -0.2093 8.0153 -3.1169 0.58 0.45 0.86
C 1.1933 7.4309 -2.9947 0.92 0.85 -1.24
C 1.0472 5.9754 -2.6643 0.25 -0.81 -0.06
C 0.2362 5.2558 -3.7450 1.65 0.21 -0.36
C -1.0985 5.9061 -3.8524 -0.93 -0.98 -1.80
C -0.5879 7.8170 -5.4090 -1.49 -1.57 -1.52
H -5.8007 7.9120 -5.0806 0.96 -0.09 0.71
H -4.8712 9.2129 -4.4214 -0.06 -0.35 0.58
H -5.3550 7.7824 -3.3837 0.12 0.16 0.47
H -3.4482 7.6615 -5.7721 0.29 0.16 -1.02
H -3.8224 6.3629 -4.6136 0.11 -0.01 -0.46
H -2.7117 7.7565 -2.7519 0.02 -0.21 0.00
H -2.5346 8.9472 -4.0343 0.73 1.40 0.29
H -0.6541 7.8355 -2.1581 -0.51 0.06 0.60
H -0.2654 9.0808 -3.3109 0.30 0.16 0.02
H 1.7322 8.0160 -2.2282 -0.34 -0.34 -0.19
H 1.7884 7.5707 -3.9260 -0.36 -0.01 0.51
H 0.4748 5.9675 -1.7724 -0.72 -0.37 1.23
H 1.9514 5.4199 -2.4048 0.18 0.37 -0.36
H 0.1394 4.1828 -3.5245 -0.22 0.39 -0.02
H 0.8073 5.3346 -4.6897 -0.33 -0.16 0.20
H -1.6139 5.7340 -2.9432 -0.62 0.21 1.10
H -1.7256 5.4240 -4.6219 0.32 0.34 0.09
H 0.4101 7.4915 -5.5767 0.86 -0.02 0.19
H -0.6902 8.8671 -5.3798 0.09 1.15 -0.56
H -1.1805 7.3407 -6.2128 0.10 0.55 0.35
C 3.8203 -1.3887 -6.0940 0.42 -0.05 0.73
C 3.7247 -1.8433 -7.5333 -2.67 0.80 -0.26
C 4.6403 -2.9932 -7.8230 0.71 1.58 -0.44
N 4.8906 -3.3197 -9.2779 1.69 -1.36 -0.17
C 6.1796 -4.1497 -9.3178 0.29 0.27 0.64
C 6.4820 -4.7200 -10.6636 0.14 0.56 -1.07
C 5.3429 -5.5439 -11.1989 -0.37 0.83 -1.83
C 4.0437 -4.7077 -11.2156 1.10 -0.74 -0.09
C 3.8085 -4.2014 -9.8496 -0.95 1.29 1.27
C 5.1535 -2.1041 -10.1101 -0.13 -0.43 0.95
H 3.0416 -0.6947 -5.7722 -0.04 0.04 -0.50
H 4.7771 -0.8791 -5.9326 -0.06 -0.27 0.25
H 3.7134 -2.2377 -5.4177 0.31 -0.07 0.14
H 3.8911 -0.9532 -8.1270 0.47 -0.02 -0.42
H 2.6462 -2.0436 -7.7103 0.55 -0.40 -0.15
H 4.3529 -3.8541 -7.2359 0.17 -0.48 -0.27
H 5.5906 -2.5726 -7.4979 0.43 -0.67 0.26
H 6.0306 -4.9160 -8.5854 -0.26 -0.78 0.33
H 7.0079 -3.5778 -8.9068 -0.09 0.54 -0.18
H 7.3821 -5.2990 -10.6661 0.56 -0.57 0.64
H 6.7784 -3.9525 -11.4032 -0.42 -0.02 0.36
H 5.1976 -6.4337 -10.6540 -0.23 -1.06 1.07
H 5.6298 -5.9032 -12.1934 -0.30 0.23 0.00
H 3.1698 -5.2778 -11.4546 -0.42 -0.65 -0.26
H 4.0496 -3.9138 -11.9310 0.30 0.59 -0.58
H 3.6963 -5.0461 -9.1564 -0.09 0.36 0.01
H 2.9578 -3.5138 -9.8088 -0.40 -0.56 0.04
H 5.6350 -2.3827 -11.0392 -0.40 0.09 -0.08
H 5.8243 -1.4914 -9.5323 0.34 0.33 0.10
H 4.2129 -1.6088 -10.1818 -0.52 0.54 -0.70
C -6.0277 -3.7411 3.4252 0.81 0.87 -0.62
C -5.0748 -2.4657 3.5720 0.36 -1.90 -0.10
C -3.8149 -2.9160 4.3693 -0.27 -1.34 0.24
N -2.7858 -1.9086 4.8111 -1.11 0.42 -1.33
C -3.3979 -0.6453 5.2607 0.62 0.72 -0.13
C -4.2479 -0.7753 6.4810 -0.37 0.18 0.62
C -3.3941 -1.3360 7.6354 0.29 -0.38 -0.33
C -2.6370 -2.6113 7.1909 -0.75 0.04 0.76
C -1.9333 -2.4241 5.9003 2.55 0.58 -0.69
C -1.9786 -1.6111 3.5861 0.21 0.03 0.57
H -5.4855 -4.5164 2.8615 -0.06 -0.07 0.65
H -6.8456 -3.4938 2.7439 -0.11 0.22 0.33
H -6.4537 -4.1019 4.3770 0.43 0.11 -0.45
H -5.5990 -1.7469 4.1710 -0.27 0.68 -0.07
H -4.8395 -2.1126 2.5490 -0.09 0.13 0.68
H -3.1900 -3.6852 3.8556 -0.77 0.46 0.11
H -4.1879 -3.4029 5.2787 0.06 0.14 -0.23
H -3.8097 -0.1969 4.3838 -0.99 0.21 -0.48
H -2.5645 0.0249 5.4771 0.20 -0.09 0.23
H -5.1352 -1.4218 6.3468 0.38 0.27 -0.10
H -4.6262 0.2416 6.6960 0.10 -0.51 0.15
H -4.0567 -1.5426 8.4756 0.30 0.00 0.13
H -2.5850 -0.6584 7.9459 -0.57 0.32 -0.01
H -3.3000 -3.4418 7.0367 -0.59 -0.49 0.42
H -1.9374 -2.9180 7.9820 -0.08 0.08 -0.41
H -1.4621 -3.3189 5.4831 -0.05 -0.15 0.40
H -1.0978 -1.6752 5.9800 -0.72 -0.62 -0.04
H -1.3723 -2.4726 3.4025 0.31 -0.52 -0.33
H -1.3087 -0.8115 3.8394 0.28 0.54 -0.19
H -2.6179 -1.3761 2.7355 0.00 0.08 0.24
C 9.7576 0.5882 1.5525 0.43 -0.07 -0.21
C 9.3683 1.9012 0.9109 -0.82 1.13 -0.57
C 8.3060 2.6171 1.8225 1.28 -2.56 0.41
N 7.7419 3.8678 1.3915 0.42 2.34 -0.43
C 7.2438 3.8186 -0.0062 -0.02 -1.42 -0.93
C 6.0153 2.8918 -0.1462 -0.78 0.42 -1.11
C 4.8962 3.4247 0.7429 -0.59 0.48 0.80
C 5.3541 3.4354 2.2230 0.38 1.55 -1.36
C 6.6403 4.3046 2.2797 -0.87 -1.89 1.72
C 8.7906 4.9639 1.4697 0.57 -1.03 0.31
H 10.3157 0.0144 0.8128 -0.15 -0.22 0.10
H 8.8619 0.0461 1.8570 0.11 -0.19 -0.02
H 10.4255 0.6923 2.4010 -0.06 0.17 0.25
H 8.9044 1.6559 -0.0658 0.15 0.22 0.43
H 10.2429 2.5583 0.6729 -0.63 -0.52 0.44
H 8.7642 2.7098 2.8123 -0.10 0.51 -0.08
H 7.4687 1.9428 1.9924 0.07 -0.22 -0.26
H 8.1299 3.5976 -0.6625 -1.12 0.07 0.56
H 6.8302 4.7768 -0.2678 0.36 0.74 0.06
H 6.1275 1.8315 0.0344 0.62 -0.26 0.00
H 5.6664 3.0133 -1.2000 0.44 -0.28 0.60
H 3.8765 2.9629 0.6425 1.18 0.08 -0.15
H 4.7824 4.4874 0.4772 -0.32 -0.15 -0.04
H 5.5674 2.4387 2.5655 -0.39 -0.35 0.55
H 4.6106 4.0173 2.8051 0.39 -0.87 0.08
H 7.0180 4.2911 3.3059 0.19 0.12 -0.14
H 6.3829 5.2918 2.0379 -0.20 1.42 -0.50
H 9.3153 4.8483 2.4421 -0.41 0.35 -0.67
H 8.2926 5.9090 1.3561 -0.04 0.40 0.07
H 9.4872 4.8046 0.6477 0.06 0.09 0.15
C -6.4320 -2.7058 -7.0834 0.41 1.44 -0.10
C -7.6479 -3.3038 -6.4124 0.06 -1.56 0.66
C -7.2325 -4.1237 -5.1240 0.79 1.07 -0.65
N -8.3592 -4.6350 -4.2499 0.47 0.87 0.38
C -7.8068 -5.1733 -2.9357 0.62 -1.04 -1.03
C -7.0691 -4.1910 -2.1220 -0.26 1.04 0.79
C -8.0138 -3.0073 -1.8536 0.62 -0.23 -0.56
C -8.6705 -2.4811 -3.1632 0.27 1.43 0.56
C -9.3502 -3.6007 -3.9411 0.74 1.64 0.59
C -9.0443 -5.7362 -4.8917 0.52 -1.26 -1.75
H -6.7043 -1.9605 -7.8688 -0.06 -0.56 0.68
H -5.8453 -3.4409 -7.6062 0.34 -0.44 0.01
H -5.7818 -2.1617 -6.3604 -0.34 -0.37 -0.41
H -8.0704 -4.0386 -7.1008 -0.37 0.29 -0.08
H -8.3843 -2.5379 -6.1928 -0.07 0.01 0.14
H -6.5600 -3.4636 -4.5322 -0.72 -0.57 -0.19
H -6.6289 -5.0061 -5.4060 -0.36 0.35 0.07
H -7.1542 -5.9835 -3.2427 -0.01 -0.35 0.03
H -8.6363 -5.5759 -2.3827 -0.49 -0.23 0.07
H -6.1550 -3.8765 -2.6220 0.11 0.07 0.13
H -6.7919 -4.6402 -1.1495 -0.06 0.00 -0.58
H -7.4611 -2.3273 -1.2247 0.15 1.04 -0.45
H -8.7618 -3.3268 -1.1611 -0.95 -0.52 0.22
H -7.9709 -1.8861 -3.7755 0.08 -0.62 0.06
H -9.3975 -1.6966 -2.9225 -0.23 -0.43 0.13
H -9.8964 -3.2990 -4.8238 0.20 0.17 -0.29
H -10.0501 -4.0421 -3.2896 -1.02 -0.75 0.76
H -8.1780 -6.4066 -5.1169 -1.42 -0.37 0.14
H -9.4991 -5.4335 -5.8622 0.32 -0.03 0.78
H -9.8293 -6.1205 -4.2297 0.46 -0.22 -0.23
C -1.1331 5.8837 1.7375 -0.55 -0.04 0.25
C -2.2907 4.8894 2.0599 0.84 1.51 1.24
C -3.6030 5.6152 1.7790 1.96 0.30 0.07
N -4.7760 5.0024 2.4570 1.57 -0.50 -0.87
C -5.9608 5.5716 1.8203 -1.20 -0.09 -0.20
C -6.3474 4.9204 0.4994 -0.25 0.93 -1.21
C -6.2200 3.4258 0.3485 0.85 -0.10 -0.31
C -4.8655 3.0111 0.8805 1.54 -0.18 -0.14
C -4.6728 3.4846 2.3052 -1.50 -0.17 1.02
C -4.7728 5.4295 3.8725 0.00 -0.51 -0.08
H -1.2704 6.8552 2.2544 0.03 -0.49 -0.25
H -1.1471 6.0719 0.6493 0.25 -0.04 0.37
H -0.1607 5.4858 2.0459 -0.23 -0.04 -0.28
H -2.3078 4.6322 3.1259 0.49 0.19 -0.01
H -2.0842 3.9647 1.5613 -0.49 -0.17 -0.52
H -3.6793 5.6622 0.7003 -0.85 -0.04 -0.19
H -3.5122 6.6560 2.1614 -0.22 -0.64 -0.28
H -5.8701 6.6756 1.7972 0.20 -0.63 -0.32
H -6.6964 5.3879 2.5643 -1.29 -0.18 0.35
H -5.8190 5.3693 -0.3558 0.18 0.09 0.41
H -7.3777 5.1635 0.2902 -0.43 0.43 0.17
H -6.2908 3.1694 -0.7316 -0.17 0.09 0.77
H -6.9861 2.8907 0.9016 -0.25 -0.06 0.01
H -3.9684 3.3269 0.2687 -1.13 -0.28 0.35
H -4.8143 1.9265 0.9447 0.23 -0.17 -0.12
H -3.7561 3.1588 2.7972 0.01 0.14 -0.37
H -5.5058 3.0594 2.9105 0.33 0.45 -0.21
H -3.9197 5.0346 4.3852 0.90 0.35 0.01
H -5.5725 4.9523 4.3932 -1.04 -0.07 0.08
H -4.8721 6.5043 3.8585 0.15 0.20 0.46
C -2.0939 -4.9530 -1.1355 -0.27 0.00 -0.74
C -0.9325 -4.5218 -0.2905 0.52 -1.51 -0.13
C 0.3103 -4.6412 -1.1610 -0.34 -1.47 1.57
N 1.5654 -4.4740 -0.3670 1.29 1.52 -2.77
C 1.6476 -5.2056 0.8675 -0.33 -1.51 0.66
C 1.6428 -6.7246 0.6247 -0.49 -0.63 1.30
C 2.7711 -7.2180 -0.2114 1.96 0.34 -1.29
C 2.7329 -6.4375 -1.5466 0.27 0.52 0.10
C 2.7338 -4.9115 -1.2691 -1.00 -0.49 -0.69
C 1.7656 -2.9843 -0.0608 1.07 -1.60 -0.56
H -2.0613 -6.0172 -1.3831 -0.22 -0.06 0.58
H -2.0610 -4.5046 -2.1250 -0.07 0.52 -0.10
H -3.0061 -4.6438 -0.6516 -0.55 -0.32 -0.03
H -0.9111 -5.1799 0.6079 0.12 0.53 -0.62
H -1.0102 -3.5057 0.0091 -0.33 0.91 0.49
H 0.2835 -3.8774 -1.8735 0.14 1.34 -1.12
H 0.3254 -5.5791 -1.7306 0.09 0.11 0.53
H 0.7692 -4.8721 1.3913 0.13 -0.14 0.94
H 2.5486 -4.8435 1.3438 0.12 -0.20 0.52
H 0.7026 -7.0434 0.1745 -0.23 0.17 -0.13
H 1.6809 -7.3002 1.5650 -0.15 0.71 0.02
H 2.8042 -8.3028 -0.3785 -0.52 0.29 0.04
H 3.7661 -7.0267 0.2668 -0.77 0.12 -0.15
H 1.8908 -6.7546 -2.2042 0.50 0.27 0.54
H 3.6375 -6.5108 -2.1567 0.01 -0.61 0.11
H 2.5925 -4.4141 -2.2542 0.23 0.11 0.82
H 3.6639 -4.6063 -0.7770 -0.24 0.01 -0.12
H 1.8626 -2.4837 -1.0228 -0.03 0.19 0.24
H 2.6879 -2.9933 0.5197 -0.01 0.58 -0.10
H 0.9786 -2.6232 0.5494 -0.79 0.38 0.44
C 4.0326 2.1719 6.0161 -0.72 0.86 -0.04
C 3.2207 1.2644 6.9494 0.18 1.59 1.44
C 4.2004 0.1958 7.4333 -0.08 -1.34 -0.65
N 3.8818 -0.6560 8.6426 -0.72 -0.61 0.09
C 3.8438 0.1229 9.9638 -0.98 0.51 -2.00
C 3.1852 -0.6537 11.0462 -0.08 -1.05 0.50
C 1.8603 -1.2679 10.6658 0.33 -0.85 -1.01
C 2.0469 -2.1896 9.4144 -0.61 0.22 0.85
C 2.5678 -1.3486 8.3143 0.75 1.02 -0.98
C 4.9514 -1.6703 8.7987 0.62 0.01 -0.05
H 3.4875 2.5934 5.1533 -0.21 -0.11 0.65
H 4.7740 1.5694 5.5629 1.24 -0.42 -0.49
H 4.4708 3.0041 6.5998 0.02 -0.51 -0.48
H 2.3580 0.8517 6.4669 -0.33 -0.45 -0.34
H 2.8408 1.9644 7.7581 0.32 -1.14 -0.56
H 5.1777 0.5404 7.6557 0.88 1.11 0.17
H 4.3715 -0.5200 6.5769 -0.40 0.54 0.93
H 3.2171 0.9962 9.6776 0.73 -0.18 0.61
H 4.8805 0.3422 10.1940 -0.03 0.52 0.01
H 2.9895 0.0291 11.8378 0.20 0.59 0.91
H 3.8429 -1.4457 11.4247 -0.03 0.26 0.10
H 1.1668 -0.4969 10.3939 -0.39 0.74 -0.52
H 1.3570 -1.6947 11.5187 0.25 -0.75 0.24
H 1.0825 -2.4941 9.0495 -0.60 -0.41 0.01
H 2.6240 -3.1057 9.5156 0.13 0.04 0.55
H 1.8554 -0.5238 8.1453 0.25 -0.34 -0.19
H 2.8254 -1.8486 7.3544 -0.72 0.09 0.73
H 4.8111 -2.2875 9.6995 0.04 0.46 -0.42
H 5.8662 -1.0765 8.8526 0.16 -0.43 0.24
H 5.0165 -2.3103 7.9253 -0.20 -0.06 -0.15
As -0.7689 1.5486 0.5758 0.48 -1.24 0.72
F 0.1667 0.2104 1.2500 -0.88 0.54 -0.14
F 0.0463 1.3405 -0.9184 0.30 -0.26 -0.53
F -1.6135 2.8614 -0.1187 -0.83 0.91 -0.54
F -1.6374 1.8212 2.0993 0.20 -0.43 -0.37
F 0.4367 2.6609 1.0919 0.36 0.23 0.32
F -2.0544 0.4863 0.0429 0.28 -0.05 0.38
As 2.1062 -2.4298 4.2241 3.31 -2.01 -0.60
F 3.4081 -2.0955 5.3484 -0.08 -0.05 -0.04
F 1.6438 -3.7589 5.2232 -0.01 -0.29 -0.22
F 0.8866 -2.7967 3.0903 -0.86 -0.37 -0.91
F 2.6048 -1.0593 3.3381 0.11 0.40 -0.60
F 3.2584 -3.4767 3.2488 -1.28 0.98 0.92
F 1.0219 -1.4764 5.0832 -1.24 1.36 1.15
```
Positions in Å, forces in eV/Å.

Summary:
Highest occupied orbital energy = -19.7052 eV
Relative energy (zero: lowest compared OMol25 entry of this formula, charge and spin) = 0.00 kcal per mole
Spin multiplicity = 1
Net charge = +6
E_LUMO = -8.632 eV
Kohn-Sham gap = 11.073 eV
Energy = -243421.36603 eV